<w>
C4H5P | the ωB97M-V functional and the def2-TZVPD basis

ORCA input file:
```
! RIJCOSX wB97M-V def2-TZVPD def2/J DEFGRID3
* xyz 0 1
P -1.37420 0.68349 0.75614
C -1.73324 -1.51190 -0.86457
C 2.30993 1.49826 0.61719
H -0.06834 1.24006 1.30976
H -1.86263 -1.74082 -1.92274
H 2.42315 2.14415 1.40381
C 1.76014 0.56207 0.09340
H -1.55431 -2.52267 -0.32583
C -1.06067 -0.41626 -0.43975
H 1.16017 0.06364 -0.62741
*
```

As for the SMILES: C=C=P.C#C. The calculation puts the HOMO energy at -9.10 eV.

***

<x>
C4H5P | the ωB97M-V functional and the def2-TZVPD basis

ORCA input file:
```
! RIJCOSX wB97M-V def2-TZVPD def2/J DEFGRID3
* xyz 0 1
H -1.37448 0.14925 -1.27659
H 1.72998 -1.60086 -0.50954
C 2.37492 -0.81501 -0.18363
P 1.68621 0.65377 0.41687
H -3.07311 0.31745 -0.49468
H 3.32313 -0.74025 -0.74461
H -1.55382 0.83477 1.81754
C 0.07162 0.33107 0.51325
C -2.00750 0.31333 -0.34556
C -1.17695 0.55648 0.80695
*
```

As for the SMILES: C=CC#P=C. The calculation puts the HOMO energy (alpha / beta) at -7.63 / -7.95 eV.

***

Verdict on stability: <w> comes out at the bottom.

***

<w>
C9H14N2OS | the ωB97M-V functional and the def2-TZVPD basis

ORCA input file:
```
! RIJCOSX wB97M-V def2-TZVPD def2/J DEFGRID3
* xyz 0 1
H 3.22308 -0.64964 -2.23847
C 2.21360 0.37557 -0.62228
H -1.90479 -1.40809 3.33158
H 1.89092 2.54390 -0.56882
C -2.66945 -1.65149 1.20410
H 2.37641 0.67946 -2.85880
C 3.00307 0.38690 -2.01747
H 1.55646 1.72842 0.99810
H 3.27550 2.09371 0.50621
C -1.95089 -0.90238 2.38705
H -3.52434 -1.29704 -0.68490
O 0.12769 0.68983 2.43300
C 0.75214 0.06633 -0.80406
C -2.85583 -0.67591 0.05325
H -3.62011 -1.88853 1.58003
H -2.37845 0.04659 2.53695
C -1.50943 -0.33821 -0.57769
H 0.46917 0.75928 -2.81433
C 2.27527 1.76793 0.13332
C -0.30893 -0.42462 0.20585
H 2.70920 -0.34421 0.08165
H -2.22629 -2.49918 0.82651
N 0.03258 0.31202 -1.89730
N -1.32512 0.07926 -1.79188
H 3.82220 1.05133 -1.81010
S -0.14615 -0.65374 1.97920
H -3.30752 0.15252 0.42931
*
```

The calculation puts the HOMO energy at -8.48 eV.

***

<x>
C9H14N2OS | the ωB97M-V functional and the def2-TZVPD basis

ORCA input file:
```
! RIJCOSX wB97M-V def2-TZVPD def2/J DEFGRID3
* xyz 0 1
N 1.53526 -0.63657 0.98803
H -0.71089 -2.54351 2.14763
C 1.09362 -1.91614 1.42569
H -0.77112 0.97472 -2.33637
H -0.37514 2.02250 0.24741
H 2.38154 -0.29333 1.44264
H 1.48785 1.90741 0.45954
H 2.21629 1.61917 -2.18618
H 1.26057 1.72067 -3.89248
S -0.74684 -1.74026 -1.34059
C 0.48360 1.48852 0.46941
H -2.26154 1.11796 1.66122
C -1.71545 -0.74878 -0.17506
C 1.28108 1.63564 -2.79259
O 1.93302 -2.74680 1.73633
C -0.82199 -0.55970 1.14149
C 0.59079 -0.59546 -1.77300
H -1.92768 0.24863 -0.41670
H 0.95301 2.55424 -2.42564
H -2.46788 -0.47231 2.35006
H -1.05232 0.37619 2.99870
H -2.53214 -1.32019 -0.06698
C 0.49770 0.20938 0.76721
N -0.30162 -1.83999 1.50913
C -1.71745 0.17399 2.13524
C 0.30318 0.60310 -2.29236
H 1.38456 -1.23908 -1.78176
*
```

As for the SMILES: C=C1NC(=O)N[C@]1(C)CS/C=C/C. The calculation puts the HOMO energy at -7.81 eV.

***

Verdict on stability: <w> comes out at the bottom.